(1)
C45H37BrCl4N7O3ReS2 | ωB97M-V with the def2-TZVPD basis set

The geometry in XYZ format:
```
100
Properties=species:S:1:pos:R:3:forces:R:3
Cl 2.047579 -2.735011 0.593899 -0.0342 0.0555 -0.0543
H 0.721472 -4.661079 -4.426133 -0.0201 0.0328 -0.0014
C 0.893270 4.930492 2.051623 -0.0183 0.0319 -0.0117
C 0.185275 -0.620519 1.674111 0.2405 -0.2516 -0.0801
C -2.739566 -2.260390 -2.219713 0.0256 0.0271 -0.0748
C 1.513744 1.585419 4.406608 -0.0115 0.0009 0.0374
C -0.400979 2.914128 5.933069 0.0088 -0.0166 0.0718
Cl -3.115996 -1.416855 -6.108403 0.0130 -0.0040 0.0149
H -1.443076 1.935372 2.277787 0.0011 0.0001 -0.0014
H 2.816161 -7.102600 -0.740246 -0.0081 0.0083 0.0089
H -0.593423 6.029804 3.155399 0.0017 0.0005 0.0020
C -2.425786 -3.210333 0.792664 0.1098 -0.0435 0.2307
H 2.976417 0.509240 -2.231678 -0.0022 0.0090 0.0035
H 0.368807 -4.907975 -0.109938 0.0035 0.2524 0.1586
C 0.800780 3.383373 -1.848329 -0.0148 0.0025 -0.0033
H -3.497979 -3.334848 0.867874 0.0142 -0.0268 0.0196
C 3.481909 0.374172 -1.285561 0.0092 -0.0644 0.0133
C -0.102151 -4.871012 -3.734106 -0.0402 0.0367 -0.0234
H -1.462000 1.038198 5.921263 -0.0091 -0.0002 -0.0110
H -2.089866 -5.190820 0.037953 0.0541 0.2575 0.2215
C -0.379914 3.117667 -1.150341 -0.0154 -0.0109 -0.0050
H 2.635786 3.414036 4.487422 -0.0005 0.0012 0.0033
C -0.258830 -4.102729 0.247711 0.0887 0.1771 0.0659
C -1.155404 3.986097 2.813231 -0.0362 0.0126 -0.0382
C 1.146712 4.685436 -2.178566 -0.0011 -0.0039 -0.0093
H 0.932272 4.603305 5.815269 -0.0085 0.0100 -0.0079
H -1.402473 -3.318548 -5.073134 0.0005 -0.0143 0.0240
C 3.397329 0.582761 1.070935 0.0154 0.0788 -0.1321
H 0.929859 -0.875206 2.432835 -0.0200 0.0058 -0.0082
H 6.238484 -0.705344 0.297236 -0.0011 0.0004 -0.0050
N 2.522739 1.052815 1.967033 -0.0225 0.1167 -0.0406
C 1.712411 2.919399 4.760926 0.0074 -0.0356 0.0505
H -2.457947 -1.205424 1.548340 -0.0010 0.0155 0.0103
H 0.566151 6.748518 -2.096449 0.0005 -0.0021 -0.0004
C -0.783758 2.790610 2.231600 -0.0039 -0.0048 -0.0285
H -2.154519 3.976346 -0.296632 0.0076 0.0000 0.0076
C 0.693961 -1.135468 -2.152060 -0.0798 -0.1218 0.1004
N -0.052410 -0.845226 -3.228586 0.2279 0.2185 -0.1281
C -4.713876 -0.942522 -2.502798 0.0147 -0.0095 -0.0299
C -0.881870 5.474290 -1.155281 -0.0024 0.0113 0.0024
O -0.620663 -3.654978 -3.179694 -0.0223 -0.1096 0.0548
N -1.341067 3.573762 6.672109 0.0885 -0.0482 0.1197
C 0.306672 5.733482 -1.827413 0.0005 -0.0042 0.0005
H -1.465512 0.709419 -3.701005 0.0089 0.0028 0.0011
H -5.187132 -0.365585 -4.518864 0.0022 0.0014 -0.0018
C 4.749464 -0.093955 -1.160319 0.0056 -0.0015 0.0194
H 1.340682 -1.993336 -2.076057 0.0105 -0.0151 0.0061
C -3.846088 -1.634464 -1.672393 -0.0203 0.0255 -0.0288
C 0.367825 0.909344 4.825178 0.0388 0.0112 0.0337
N 0.380460 2.656878 1.582771 0.1910 0.1090 -0.0932
C 0.308008 -2.909048 0.650433 -0.0008 0.0225 0.0315
H -1.551224 6.287921 -0.907856 0.0015 -0.0009 -0.0024
H 1.585654 5.754247 1.953162 0.0017 -0.0002 0.0017
C -3.380808 -1.518957 -4.392289 0.0054 -0.0080 -0.0109
H 0.262271 -0.148048 4.619997 -0.0112 0.0025 -0.0005
C -4.497955 -0.886772 -3.869883 -0.0101 0.0097 0.0081
H -2.057015 -2.808881 -1.584877 -0.0512 0.0730 -0.1377
C 0.762468 3.578226 5.508498 0.0159 -0.0485 0.0225
C -2.481216 -2.207467 -3.584408 -0.0734 -0.0263 -0.0079
H 1.438767 2.562173 -2.162080 0.0067 0.0022 0.0040
Br -2.818043 4.094550 3.665291 -0.0346 0.0282 -0.1191
C -0.456985 -1.841718 1.120760 0.0040 0.0116 0.0204
H -0.478212 -1.051741 -5.252166 -0.0397 0.0031 0.0180
S 2.804422 0.721216 3.627453 -0.0545 -0.0277 -0.0852
N 4.596520 0.026471 1.250337 -0.0382 0.0283 0.1326
C -1.838371 -2.012042 1.171047 -0.0292 -0.0188 -0.0060
H 5.346322 -0.343557 -2.023771 0.0030 -0.0016 0.0026
N 2.800066 0.707613 -0.159445 -0.0604 0.0921 -0.0159
C 5.251639 -0.277844 0.154548 0.0054 -0.0006 -0.0107
C -0.309898 5.081516 2.718826 -0.0188 -0.0086 -0.0556
H 2.575041 -5.476246 -2.781860 -0.0129 -0.0076 -0.0007
H -1.619466 1.645053 -0.158338 -0.0126 0.0294 0.0121
C -1.202849 -2.793996 -4.133456 0.0165 -0.0520 -0.1157
Cl -2.159016 -6.488247 -1.893244 -0.0555 -0.3430 -0.4360
C 1.212723 3.707885 1.500075 -0.0121 -0.0316 0.0038
H 2.148754 3.549309 0.983416 -0.0077 0.0055 -0.0090
H -1.060937 4.414059 7.150053 -0.0077 0.0119 -0.0061
C -0.183260 -1.684063 -4.417894 -0.0457 0.0189 0.0282
C 0.380725 -5.732902 -2.619094 0.0073 -0.0838 -0.0355
Re 0.930510 0.899533 0.496668 -0.2383 -0.4323 0.2353
H 2.060089 4.881993 -2.724285 0.0000 -0.0005 0.0014
C -0.789407 0.291220 -2.975076 -0.0077 -0.0532 0.0286
N 0.455979 -0.239405 -1.213288 -0.0633 0.0217 -0.0091
C -0.675447 1.728163 -0.704185 0.0734 0.1742 0.0187
C -1.221168 4.174936 -0.811973 -0.0005 0.0081 0.0192
O 4.049013 1.349282 3.917515 -0.0122 -0.0182 0.0145
C -0.472284 0.649106 -1.704335 0.0420 0.0855 -0.0171
H -0.559697 0.026291 2.179065 -0.0264 0.0748 -0.0789
C -0.588654 1.570614 5.565788 0.0061 0.0272 0.0051
S 0.394532 -7.342529 -0.615606 -0.0180 -0.2619 -0.1083
O 2.596617 -0.685887 3.797329 0.0156 0.0305 0.0347
Cl -6.088707 -0.140216 -1.829381 -0.0080 0.0035 0.0084
H -4.044034 -1.685678 -0.610542 -0.0168 0.0376 -0.0822
C -0.448787 -6.449865 -1.807266 0.0365 -0.1374 -0.0946
C -1.637318 -4.252664 0.331217 -0.0029 -0.0377 0.3153
C 1.745076 -5.927866 -2.255384 -0.0322 0.0372 -0.0153
H -0.899821 -5.370597 -4.291062 0.0098 -0.0284 -0.0056
H -2.023669 3.024351 7.167338 -0.0112 0.0004 -0.0088
C 1.899120 -6.769472 -1.198654 -0.0384 0.0311 0.0574
H 0.786000 -2.130154 -4.638265 0.0045 0.0333 -0.0126
```
Forces are in eV/Å.

The HOMO energy (spin up / spin down) comes out at -0.4741 / -0.4741 Ha. The total energy comes out at -207757.47153 eV. As for the frontier orbital gap (spin up / spin down): 0.2112 / 0.2100 hartree. As for the total charge: +2. As for the spin multiplicity: 1. The energy above the lowest of the compared OMol25 structures with the same formula, charge and spin comes out at 0.9059 eV.

Atom charges from the Mulliken analysis, given in e for atoms 1 to 5: atom 1 (Cl): -0.1457, atom 2 (H): 0.4110, atom 3 (C): -1.5150, atom 4 (C): -1.2790, atom 5 (C): 1.5958

(2)
C45H37BrMoN7O3SSb | ωB97M-V with the def2-TZVPD basis set

The geometry in XYZ format:
```
96
Properties=species:S:1:pos:R:3:forces:R:3
H -0.991911 7.219289 1.363643 -0.0435 0.0992 -0.0020
C -0.830411 1.555889 -2.263957 -0.3938 -0.8520 -1.1090
C -0.763911 6.166789 1.307843 0.1137 -0.3807 -0.1097
C 2.917289 1.387989 0.382443 0.1202 0.4522 -0.3611
H 0.546489 3.781089 -2.662757 -0.0066 0.0427 -0.0741
C -2.804911 0.132589 6.289543 0.0542 0.0723 -0.0417
H -1.742211 2.373189 -3.864857 0.0621 -0.1488 0.1149
O -2.700411 2.806089 -1.049557 -0.5238 -0.1798 0.5195
N -0.263911 1.255989 2.630843 0.1845 -0.3109 1.4254
N -1.623011 3.122789 3.046243 -0.7146 -1.0067 0.9540
C -1.888511 -0.911711 6.339343 -0.0194 0.0270 -0.0336
H 2.304989 -6.889511 2.395843 0.0166 -0.0909 0.0504
C -2.684611 1.156889 5.357243 0.2016 0.0788 -0.2286
H -7.110111 0.607789 -1.770457 -0.0975 0.0189 -0.0417
C -1.303411 -3.929211 -3.693157 -0.0525 -0.0333 0.0614
C -0.461511 3.822889 -3.069557 -0.0009 0.1839 0.2327
C 0.379089 -2.559211 -2.686357 0.5455 0.1177 0.5471
C 3.145789 -4.360211 0.317543 0.0906 -0.0216 -0.0598
H -0.115011 -1.795711 5.491143 0.1166 -0.1019 0.0218
H 3.672089 -1.162011 3.074543 -0.0070 -0.0955 0.0752
H -2.021311 -1.692211 7.072443 0.0076 -0.0621 0.0665
C -5.217411 1.308989 -1.068457 0.1897 0.0653 0.0976
C -6.157811 -0.839211 -0.523257 0.0919 -0.1273 0.0947
H -1.956711 -4.787111 -3.660057 -0.0373 -0.1044 0.0046
C 5.432689 -0.967911 -2.769757 0.0625 -0.0042 0.0031
H -0.129511 -3.696611 0.924343 0.0144 -0.0908 0.0560
C 3.277589 -5.499911 1.094443 0.1343 0.0059 -0.0084
H -3.393011 1.969189 5.316743 -0.0756 0.0729 0.0048
H -3.162111 -0.424211 1.012843 -0.1247 -0.0453 -0.1180
H 1.979489 0.726189 -2.441657 0.0800 0.0565 -0.0409
C 4.205689 0.919289 0.470643 -0.1344 0.0539 0.2945
H 5.934389 0.658989 -4.059857 0.1672 0.0907 -0.0548
H -2.329911 0.352189 -2.983757 -0.0085 0.0149 -0.0551
Sb 1.535589 -2.000411 -0.965557 -0.4482 -0.2603 -0.5677
C 0.416389 4.334389 0.345743 0.3366 0.1818 -0.3604
C 4.508289 -0.048511 1.433543 -0.2699 0.2508 -0.1850
H 5.503989 -0.454611 1.511243 0.1191 -0.0302 0.0492
C -0.450511 -3.669511 -2.630957 0.0438 -0.0544 0.1073
N 1.362789 -0.322411 3.146143 -1.2385 -0.4581 1.1082
C 4.443989 -1.561911 -2.002957 -0.0890 -0.1849 0.1059
O 0.039089 1.681489 -1.355857 0.3369 0.5424 0.5823
C 3.205989 -0.952911 -1.906157 -0.8337 -0.4506 0.5649
H -1.104211 4.395689 -2.395657 0.0842 0.0046 -0.0306
C -5.039511 -1.126611 0.247043 -0.0044 -0.1270 0.0448
C -1.365511 5.269389 2.157943 0.1291 -0.2188 -0.0390
C -0.817311 -0.979511 5.456243 0.1476 0.1920 -0.2035
C 2.213689 0.089789 2.177043 0.5253 0.2884 -0.4553
H 1.034289 -0.858411 -3.836057 -0.0547 -0.0435 -0.0523
H 0.656489 6.349789 -0.306457 0.0949 0.0030 -0.0942
C -1.253411 1.926889 3.335643 -0.0238 1.5591 -0.5010
H 3.751789 1.771489 -3.814357 -0.0269 0.0739 -0.0864
H 1.114589 3.915489 -0.371557 -0.0934 0.0980 -0.0057
H -1.474711 -0.259411 -1.616657 0.0890 0.0997 -0.2268
O -1.987111 1.505989 0.564443 0.6260 -0.1622 0.3611
C 2.193389 -5.999911 1.796143 -0.0226 0.0220 -0.0047
H -3.631711 0.148989 6.981943 -0.0559 -0.0141 0.0963
Br -4.848111 -2.823511 1.079643 -0.1000 0.1848 -0.0553
C 0.373589 -1.715811 -3.788157 0.1589 -0.0090 0.0591
H -6.953011 -1.562911 -0.616057 -0.0379 -0.0667 -0.0173
C 5.176689 0.217089 -3.435557 0.0217 0.0813 0.0006
C -4.104711 1.014589 -0.285257 -0.0925 -0.2302 0.0819
C 0.965989 -5.360211 1.730143 -0.0016 -0.0187 0.0019
C -1.325811 -3.082811 -4.790857 -0.0249 0.0567 -0.0063
H 4.642389 -2.496411 -1.505957 0.1034 -0.1150 0.0408
H -2.000611 -3.274811 -5.610857 -0.0455 -0.0768 -0.0716
H 3.995089 -3.984311 -0.232357 0.0697 -0.0442 0.0006
C 2.948789 0.249089 -2.546557 -0.3110 0.0665 0.0325
Mo -0.073711 1.392189 0.769643 -0.8205 -0.2558 -2.3815
C 0.223389 0.230589 3.402443 1.3975 -0.5236 -0.3723
H -5.273211 2.257689 -1.580557 0.0319 0.0654 -0.0619
H -0.491111 -1.323111 -5.694057 -0.0253 0.0206 -0.1422
H 6.399689 -1.436611 -2.850457 0.1191 -0.0925 -0.0415
C -1.634611 1.086589 4.458543 0.1761 -0.9372 0.4049
N -0.972811 2.475989 -3.219657 0.0618 0.0047 -0.0834
C -2.904411 1.886589 -0.267857 -0.7652 0.6616 -1.3117
H -2.072311 5.581989 2.908743 -0.0659 -0.0279 0.0672
H -0.423411 -4.332211 -1.773657 -0.0785 -0.0287 -0.0205
S -0.249511 -0.992911 0.281543 0.4137 -0.2420 0.1275
H 4.233389 -5.996011 1.146843 0.1082 -0.0783 0.0131
H -0.432111 4.303189 -4.042657 0.0232 -0.0138 -0.0363
H 4.962589 1.297589 -0.197457 -0.0071 0.0289 -0.1362
C 1.914689 -3.730211 0.261643 -0.0277 0.8037 -0.5932
C -0.485311 -1.982811 -4.840257 0.0572 0.0669 -0.0201
C 3.943289 0.835889 -3.311557 -0.0935 0.0016 0.0271
N -1.516511 0.396989 -2.393057 0.0115 0.3998 0.3692
C -6.241111 0.383289 -1.172257 0.0030 0.0633 0.0263
N -0.161711 3.435589 1.159543 -0.6627 0.8871 0.5814
C 3.507689 -0.452811 2.281543 -0.0689 0.1899 -0.2597
C 0.821989 -4.215311 0.964643 -0.2352 0.1689 -0.0227
H 2.644689 2.117089 -0.376957 0.1072 -0.1056 0.0601
C -0.697411 0.022189 4.508143 -0.8927 0.3050 0.4395
N 1.901189 0.985089 1.174443 1.7462 -0.9198 1.0871
H 0.119089 -5.751911 2.271143 -0.0887 -0.0282 0.0637
C -1.047611 3.901389 2.093643 0.4749 0.6390 -0.4989
C -4.023211 -0.202911 0.392043 0.0114 0.0494 0.0030
C 0.157889 5.682389 0.376643 -0.0357 -0.0394 0.1522
```
Forces are in eV/Å.

The HOMO energy (spin up / spin down) comes out at -0.4800 / -0.4797 Ha. The total energy comes out at -153099.28795 eV. As for the frontier orbital gap (spin up / spin down): 0.2383 / 0.2379 hartree. As for the total charge: +2. As for the spin multiplicity: 1. The energy above the lowest of the compared OMol25 structures with the same formula, charge and spin comes out at 0.0000 eV.

Atom charges from the Mulliken analysis, given in e for atoms 1 to 5: atom 1 (H): 0.4769, atom 2 (C): -0.1611, atom 3 (C): -0.3952, atom 4 (C): -0.2464, atom 5 (H): 0.1200